1.
# C3H5ClO

An isolated molecule of C3H5ClO (the ωB97M-V functional and the def2-TZVPD basis, OMol25).

Summary:
SMILES: ClC[C@@H]1CO1
gap between HOMO and LUMO: 11.18 eV

Each line ends with the Löwdin charge.
Positions of all 10 atoms, in Å:
C -0.994 -0.757 0.096  -0.400
C 0.450 -0.336 0.003  -0.347
C 0.982 0.957 -0.502  -0.216
H -1.728 -0.581 -0.804  0.129
H -1.236 -1.780 0.765  0.096
H 1.343 -0.851 0.555  0.173
H 0.185 1.943 -0.353  0.176
H 1.790 1.387 -0.093  0.056
O 0.770 -0.029 -1.434  -0.048
Cl -1.563 0.046 1.766  0.381

2.
# C3H5ClO

An isolated molecule of C3H5ClO (the ωB97M-V functional and the def2-TZVPD basis, OMol25).

Summary:
SMILES: C/C=C/OCl
gap between HOMO and LUMO: 9.95 eV

Each line ends with the Löwdin charge.
Positions of all 10 atoms, in Å:
C 0.930 0.140 -0.004  -0.160
C 1.198 0.748 -1.086  -0.249
C -0.499 -0.261 0.354  -0.070
O 2.539 1.172 -1.381  -0.624
Cl 3.049 1.079 -2.942  0.654
H 1.687 -0.035 0.709  0.104
H 0.322 0.920 -1.768  0.132
H -0.618 -0.145 1.416  0.063
H -1.222 0.477 -0.240  0.128
H -0.566 -1.233 0.118  0.022

3.
# C3H5ClO2

An isolated molecule of C3H5ClO2 (the ωB97M-V functional and the def2-TZVPD basis, OMol25).

Summary:
SMILES: O=C[C@@H](O)CCl
gap between HOMO and LUMO: 10.74 eV

Each line ends with the Löwdin charge.
Positions of all 11 atoms, in Å:
C -0.465 0.475 -0.291  -0.492
C 0.769 0.724 0.420  -0.591
C -1.026 -0.918 0.079  -0.198
H -2.234 0.848 -0.133  0.066
H -0.356 0.482 -1.467  0.192
H 0.646 0.790 1.526  0.118
H 1.057 1.741 0.112  0.094
H -0.334 -1.762 0.224  0.116
O -1.471 1.407 -0.056  0.000
O -2.205 -1.143 0.076  0.074
Cl 2.057 -0.347 -0.098  0.620

4.
# C3H5ClOS

A cluster of 2 separate species, C3H5ClOS in total (the ωB97M-V functional and the def2-TZVPD basis, OMol25).

Summary:
2S+1: 3
gap between HOMO and LUMO (alpha / beta): 6.43 / 7.01 eV
⟨S²⟩: 2.01

Each line ends with the Löwdin charge.
Positions of all 11 atoms, in Å:
C -1.499 -1.188 1.681  -0.286
C 0.843 0.994 -1.679  -0.397
C 0.078 -0.367 0.546  -0.924
O -1.261 -1.616 2.741  0.027
S -0.656 0.283 -0.928  0.754
Cl 0.807 0.801 1.634  0.602
H -2.423 -1.086 1.118  0.086
H 1.648 0.266 -1.625  0.038
H 1.115 1.906 -1.149  0.025
H 0.607 1.215 -2.714  0.034
H 0.741 -1.206 0.375  0.040

5.
# C3H5ClP

A structure of composition C3H5ClP (the ωB97M-V functional and the def2-TZVPD basis, OMol25).

Summary:
gap between HOMO and LUMO: 9.44 eV
net charge: +1

Each line ends with the Löwdin charge.
Positions of all 10 atoms, in Å:
C 1.402 -1.225 -1.397  0.006
C 1.257 -0.101 -0.956  -0.033
C -0.975 -0.705 0.655  -0.325
P -0.928 -0.999 -1.106  0.649
Cl -1.557 0.556 -2.100  0.366
H 1.567 -2.150 -1.866  0.077
H 1.066 0.895 -0.503  0.120
H -1.654 -0.006 1.057  0.055
H -0.044 -0.509 1.187  0.069
H -1.253 -1.612 1.039  0.016

6.
# C3H5ClS

An isolated molecule of C3H5ClS (the ωB97M-V functional and the def2-TZVPD basis, OMol25).

Summary:
SMILES: S=CCCCl
gap between HOMO and LUMO: 8.37 eV

Each line ends with the Löwdin charge.
Positions of all 10 atoms, in Å:
C -0.869 -0.135 0.570  -0.646
C -0.076 0.325 -0.622  -0.399
C 1.294 0.339 -0.020  -0.661
H -1.056 0.655 1.383  0.112
H -0.433 -1.280 0.852  0.137
H -0.536 1.189 -1.234  0.148
H -0.108 -0.661 -1.150  0.077
H 1.721 1.123 0.542  0.017
S 2.428 -0.848 -0.126  0.670
Cl -2.366 -0.707 -0.195  0.545

7.
# C3H5ClS

An isolated molecule of C3H5ClS (the ωB97M-V functional and the def2-TZVPD basis, OMol25).

Summary:
SMILES: C=C(Cl)SC
gap between HOMO and LUMO (alpha / beta): 8.76 / 7.05 eV

Each line ends with the Löwdin charge.
Positions of all 10 atoms, in Å:
C 2.368 -0.753 0.770  0.022
C 0.688 -0.425 0.006  -1.124
C -1.826 0.882 -0.291  -0.418
S -0.634 0.159 0.926  0.792
Cl 0.623 -0.569 -1.619  0.663
H 3.028 -1.273 0.063  -0.007
H 2.022 -1.174 1.657  -0.059
H -1.507 1.932 -0.608  0.057
H -2.794 0.865 0.355  0.057
H -1.967 0.358 -1.259  0.016

8.
# C3H5ClS

An isolated molecule of C3H5ClS (the ωB97M-V functional and the def2-TZVPD basis, OMol25).

Summary:
SMILES: C[C@@H]1S[C@H]1Cl
gap between HOMO and LUMO: 9.89 eV

Each line ends with the Löwdin charge.
Positions of all 10 atoms, in Å:
C -0.733 -0.144 0.334  -0.548
C -1.837 -0.301 -0.660  -0.890
C 0.762 -0.009 0.213  -0.137
S -1.599 -1.872 0.033  0.797
Cl -3.491 0.606 0.047  0.326
H -1.083 0.200 1.334  0.090
H -1.716 0.127 -1.665  0.078
H 1.356 -0.624 1.045  0.121
H 1.083 1.100 0.217  0.102
H 1.211 -0.382 -0.711  0.060

| no. | calculated total energy (a.u.) | molar mass (Da) | largest force on an atom (eV/Å) |
| --- | --- | --- | --- |
| 1 | -652.59936 | 92.525 | 8.088 |
| 2 | -652.61952 | 92.525 | 5.355 |
| 3 | -727.95020 | 108.524 | 4.019 |
| 4 | -1050.72838 | 124.592 | 4.491 |
| 5 | -918.47894 | 107.500 | 2.947 |
| 6 | -975.60671 | 108.593 | 3.906 |
| 7 | -975.50936 | 108.593 | 6.829 |
| 8 | -975.62907 | 108.593 | 2.851 |